{"formula": "C59H42MnN4O8P2S2", "method": "ωB97M-V/def2-TZVPD", "relative_energy_kcal_mol": 2.2, "orbital_gap_ha": 0.2509, "mol_weight_g_mol": 1116.0, "total_charge": 1, "e_tot_ha": -5724.14256, "elements": ["Mn", "O", "S", "C", "C", "C", "C", "C", "C", "C", "C", "C", "C", "P", "C", "C", "C", "C", "C", "C", "C", "C", "C", "C", "C", "C", "C", "C", "C", "C", "C", "C", "C", "C", "C", "C", "C", "C", "P", "C", "C", "C", "C", "C", "C", "C", "C", "C", "C", "C", "C", "C", "C", "H", "H", "H", "H", "H", "H", "H", "H", "H", "H", "H", "H", "H", "H", "H", "H", "H", "H", "H", "H", "H", "H", "H", "H", "H", "H", "H", "H", "H", "H", "H", "H", "H", "H", "H", "H", "S", "C", "C", "C", "C", "C", "N", "H", "H", "H", "H", "O", "N", "O", "C", "C", "C", "C", "O", "C", "C", "N", "O", "O", "N", "O", "O", "H", "H"], "xyz": [[0.00, -1.01, -0.34], [-0.27, -0.04, 2.68], [-0.44, 0.53, 1.34], [0.52, 2.02, 1.19], [-0.08, 3.21, 1.56], [0.58, 4.45, 1.51], [1.86, 4.47, 1.06], [2.82, 5.61, 0.86], [4.16, 4.95, 0.46], [3.86, 3.47, 0.44], [4.68, 2.39, 0.27], [4.12, 1.11, 0.37], [2.77, 0.87, 0.55], [2.20, -0.85, 0.72], [2.63, -1.16, 2.48], [2.55, -0.11, 3.40], [2.96, -0.28, 4.71], [3.48, -1.50, 5.13], [3.59, -2.54, 4.22], [3.18, -2.37, 2.90], [3.24, -2.07, -0.17], [2.75, -3.38, -0.05], [3.38, -4.43, -0.72], [4.48, -4.19, -1.51], [4.96, -2.89, -1.65], [4.34, -1.84, -0.99], [1.89, 1.98, 0.79], [2.50, 3.25, 0.73], [-2.13, 1.13, 1.28], [-2.75, 1.15, 2.51], [-4.08, 1.59, 2.68], [-4.77, 2.01, 1.58], [-6.18, 2.51, 1.42], [-6.32, 2.84, -0.09], [-5.01, 2.41, -0.70], [-4.57, 2.39, -1.99], [-3.28, 1.89, -2.25], [-2.41, 1.46, -1.27], [-0.79, 0.80, -1.78], [0.18, 2.35, -2.04], [1.45, 2.41, -2.64], [2.12, 3.62, -2.79], [1.54, 4.80, -2.35], [0.29, 4.76, -1.76], [-0.38, 3.56, -1.61], [-1.18, 0.10, -3.43], [-0.56, 0.54, -4.59], [-0.85, -0.06, -5.81], [-1.77, -1.10, -5.87], [-2.40, -1.53, -4.71], [-2.12, -0.93, -3.49], [-2.83, 1.51, 0.09], [-4.14, 1.97, 0.32], [-1.11, 3.19, 1.90], [0.05, 5.35, 1.81], [2.91, 6.21, 1.76], [2.45, 6.28, 0.08], [4.95, 5.17, 1.18], [4.51, 5.29, -0.51], [5.75, 2.50, 0.12], [4.79, 0.27, 0.35], [2.17, 0.86, 3.11], [2.88, 0.55, 5.40], [3.79, -1.64, 6.15], [3.99, -3.49, 4.53], [3.30, -3.20, 2.22], [1.88, -3.58, 0.55], [2.99, -5.43, -0.60], [4.97, -5.00, -2.03], [5.81, -2.69, -2.29], [4.69, -0.84, -1.18], [-2.17, 0.82, 3.36], [-4.52, 1.57, 3.67], [-6.37, 3.37, 2.05], [-6.89, 1.73, 1.72], [-6.48, 3.90, -0.25], [-7.16, 2.31, -0.55], [-5.19, 2.71, -2.82], [-2.96, 1.85, -3.29], [1.91, 1.53, -3.03], [3.09, 3.63, -3.27], [2.06, 5.74, -2.47], [-0.18, 5.67, -1.41], [-1.36, 3.57, -1.14], [0.15, 1.35, -4.56], [-0.36, 0.29, -6.71], [-1.99, -1.57, -6.82], [-3.13, -2.33, -4.75], [-2.64, -1.25, -2.60], [1.54, -0.70, -2.17], [0.84, -2.22, -2.59], [1.07, -3.01, -3.71], [0.38, -4.20, -3.81], [-0.51, -4.58, -2.80], [-0.68, -3.74, -1.72], [-0.02, -2.57, -1.63], [1.77, -2.70, -4.47], [0.53, -4.85, -4.66], [-1.05, -5.51, -2.85], [-1.34, -3.99, -0.90], [-5.33, -3.42, 4.32], [-4.20, -3.75, 4.61], [-3.87, -4.32, 5.63], [-3.14, -3.47, 3.63], [-1.83, -3.84, 3.91], [-0.85, -3.57, 3.00], [-1.06, -2.82, 1.80], [-0.10, -2.47, 1.04], [-2.45, -2.57, 1.56], [-3.47, -2.89, 2.44], [-2.86, -1.97, 0.32], [-3.97, -2.15, -0.09], [-2.07, -1.21, -0.28], [0.47, -4.16, 3.28], [1.03, -4.72, 2.36], [0.88, -4.08, 4.42], [-1.59, -4.35, 4.84], [-4.50, -2.65, 2.21]]}